This record from the OMol25 dataset describes a gas-phase ion, C6H14NS (charge +1) at a distorted geometry. The level of theory is ωB97M-V/def2-TZVPD.

Summary:
Relative energy (zero: lowest compared OMol25 entry of this formula, charge and spin) (kcal per mole): 110.4
Net charge: +1
Kohn-Sham gap (alpha / beta) (eV): 8.07 / 8.07
DFT total energy (eV): -18763.2988

Each line ends with the Mulliken charge.
CARTESIAN COORDINATES (ANGSTROEM)
C 1.37 0.11 -1.37  -0.89
C 0.04 -2.05 -1.43  -0.61
C 0.16 0.05 -0.48  -0.05
C -0.87 0.95 -1.09  -1.21
C 0.47 1.19 1.78  -0.73
C -1.15 -0.61 1.51  -0.78
N 0.18 -0.13 1.06  0.15
S 0.97 -1.10 -2.74  -0.04
H 1.58 1.14 -1.76  0.46
H 2.21 -0.08 -0.79  0.45
H 0.79 -2.57 -0.68  0.31
H -0.90 -2.36 -1.77  0.49
H -1.12 0.58 -2.10  0.38
H -0.32 1.96 -1.32  0.31
H -1.73 1.24 -0.51  0.36
H -0.44 1.79 1.86  0.31
H 1.03 1.15 2.76  0.33
H 1.13 1.78 1.04  0.32
H -1.87 0.25 1.52  0.35
H -1.46 -1.30 0.66  0.32
H -0.89 -1.19 2.47  0.35
H 0.83 -0.78 1.37  0.41